83
Properties=species:S:1:pos:R:3:mulliken_charge:R:1 method="wB97M-V/def2-TZVPD" gap_ha=0.170 fmax_ev_per_a=1.32 total_charge=-1
C 0.02 3.62 6.52 -1.43
C 0.48 3.34 5.11 1.07
C 1.50 4.06 4.50 -0.71
C 1.92 3.76 3.21 -0.85
C 1.32 2.75 2.45 0.27
C 1.76 2.46 1.05 -1.36
In 2.08 0.32 0.56 1.40
O 2.08 0.23 -1.53 -0.88
O 3.93 -0.42 1.15 -0.71
B 3.88 -1.17 2.25 0.75
O 3.52 -2.53 2.26 -0.63
O 4.21 -0.62 3.51 -0.59
P 0.30 -1.32 1.30 -0.11
C -1.38 -0.81 0.69 -1.08
C 0.24 -1.57 3.14 -1.03
C 0.27 2.06 3.07 0.17
C -0.14 2.33 4.37 -0.79
H 0.73 4.26 7.04 0.35
H -0.98 4.06 6.54 0.29
H -0.05 2.68 7.06 0.34
H 1.97 4.85 5.07 0.29
H 2.72 4.35 2.79 0.34
H 2.72 2.97 0.90 0.35
H 1.06 2.92 0.35 0.28
H 1.44 0.90 -1.78 0.21
H 2.79 -2.71 1.67 0.27
H 4.71 -1.27 4.01 0.24
H -1.98 -0.40 1.51 0.37
H -1.89 -1.69 0.31 0.35
H -1.27 -0.08 -0.11 0.21
H -0.60 -1.01 3.55 0.31
H 1.16 -1.28 3.63 0.30
H 0.05 -2.62 3.36 0.35
H -0.23 1.28 2.51 0.49
H -0.94 1.74 4.79 0.35
C 1.63 2.86 -6.11 -0.67
C 1.61 3.89 -7.05 -0.38
C 1.10 5.13 -6.71 -0.69
C 0.60 5.34 -5.43 0.47
C 0.60 4.30 -4.50 0.16
C 1.12 3.06 -4.84 -0.49
C 0.02 4.49 -3.14 0.48
O 0.02 3.59 -2.34 -0.65
C -0.56 5.82 -2.80 0.17
C -1.14 6.01 -1.55 -0.61
C -1.67 7.24 -1.22 -0.57
C -1.62 8.30 -2.13 -0.44
C -1.04 8.11 -3.37 -0.62
C -0.52 6.88 -3.72 0.31
C 0.07 6.69 -5.08 0.54
O 0.12 7.61 -5.87 -0.69
H 2.04 1.89 -6.38 0.43
H 2.00 3.72 -8.05 0.38
H 1.09 5.93 -7.43 0.46
H 1.13 2.26 -4.11 0.59
H -1.17 5.19 -0.85 0.54
H -2.12 7.39 -0.25 0.41
H -2.03 9.26 -1.86 0.39
H -1.00 8.93 -4.08 0.46
C 0.82 -5.54 -2.37 -0.55
C 0.50 -4.43 -1.60 -0.59
C -0.36 -4.55 -0.52 -0.36
C -0.92 -5.78 -0.22 0.10
C -0.62 -6.90 -1.00 0.41
C 0.26 -6.78 -2.07 -0.67
C -1.23 -8.23 -0.73 0.57
O -0.97 -9.20 -1.40 -0.69
C -2.20 -8.33 0.41 0.16
C -2.83 -9.54 0.66 -0.53
C -3.71 -9.66 1.71 -0.45
C -3.98 -8.56 2.53 -0.46
C -3.36 -7.35 2.28 -0.48
C -2.47 -7.22 1.22 0.13
C -1.84 -5.90 0.95 0.36
O -2.08 -4.95 1.66 -0.66
H 1.50 -5.45 -3.20 0.39
H 0.93 -3.46 -1.83 0.60
H -0.60 -3.68 0.07 0.38
H 0.50 -7.65 -2.67 0.46
H -2.61 -10.39 0.02 0.46
H -4.21 -10.60 1.90 0.39
H -4.67 -8.65 3.36 0.39
H -3.56 -6.49 2.91 0.48

115
Properties=species:S:1:pos:R:3:mulliken_charge:R:1 method="wB97M-V/def2-TZVPD" gap_ha=0.339 fmax_ev_per_a=2.16
N 2.35 1.49 2.86 -0.22
C 2.34 1.39 1.40 0.11
N 2.55 2.69 0.72 -0.52
N 3.44 0.51 1.01 -0.50
C 0.95 0.77 0.99 0.71
C -0.13 1.86 0.90 -0.65
O -1.45 1.34 1.20 0.06
C -2.29 2.43 1.29 0.03
O -2.77 2.89 0.32 -0.44
H 3.25 1.25 3.27 0.15
H 1.99 2.37 3.21 0.27
H 2.06 3.46 1.17 0.23
H 2.29 2.61 -0.26 0.24
H 4.24 1.15 0.94 0.21
H 3.25 0.17 0.07 0.26
H 0.61 0.03 1.73 -0.20
H 1.01 0.25 0.00 -0.54
H -0.13 2.30 -0.12 -0.01
H 0.07 2.68 1.62 0.49
H -2.52 2.93 2.26 0.21
C 1.44 -3.43 1.27 1.08
Cl 1.25 -2.47 2.74 -0.13
Cl 2.66 -2.76 0.19 -0.19
H 1.73 -4.44 1.54 -0.26
H 0.49 -3.45 0.74 -0.49
C -2.13 -4.74 3.80 0.21
Cl -1.24 -5.15 2.33 -0.03
Cl -2.06 -3.01 4.13 -0.12
H -3.17 -5.04 3.67 0.35
H -1.69 -5.28 4.63 -0.39
C -2.96 -6.65 7.46 -0.33
Cl -1.51 -6.85 6.48 -0.10
Cl -4.18 -5.67 6.63 -0.15
H -3.38 -7.63 7.67 0.28
H -2.69 -6.16 8.39 0.32
C -1.60 4.57 -2.20 0.33
Cl -1.40 3.80 -3.78 -0.19
Cl -0.34 5.78 -1.91 -0.11
H -2.57 5.05 -2.16 0.29
H -1.53 3.80 -1.43 -0.32
C 1.28 -8.21 1.72 -0.28
Cl 1.31 -6.99 0.44 -0.19
Cl 0.28 -7.71 3.08 -0.02
H 0.88 -9.13 1.31 0.37
H 2.29 -8.38 2.07 0.11
C -0.35 -8.20 -2.49 0.18
Cl 0.04 -7.57 -4.10 -0.18
Cl -0.78 -9.91 -2.56 -0.16
H 0.51 -8.08 -1.85 -0.02
H -1.20 -7.64 -2.09 0.18
C -1.40 -1.26 -1.42 -0.29
Cl -1.28 -2.48 -0.14 -0.04
Cl 0.12 -0.36 -1.62 -0.22
H -1.63 -1.76 -2.36 0.49
H -2.18 -0.56 -1.17 0.02
C -5.11 3.32 -4.94 0.88
Cl -6.44 4.39 -4.49 -0.17
Cl -5.19 2.89 -6.66 -0.18
H -4.17 3.82 -4.75 -0.03
H -5.18 2.41 -4.35 -0.43
C -3.26 5.41 -8.78 0.48
Cl -3.38 4.79 -10.43 -0.17
Cl -3.76 7.10 -8.67 -0.16
H -3.90 4.82 -8.13 -0.18
H -2.23 5.32 -8.45 0.04
C -4.55 -10.65 -1.33 -0.26
Cl -5.28 -11.33 0.13 -0.16
Cl -3.57 -9.22 -0.96 -0.10
H -3.91 -11.40 -1.79 0.23
H -5.34 -10.36 -2.02 0.29
C -0.35 8.10 -8.28 -0.35
Cl -0.30 6.77 -7.10 -0.14
Cl 1.21 8.94 -8.35 -0.14
H -0.58 7.70 -9.25 0.33
H -1.11 8.81 -7.97 0.32
C 4.40 -6.46 3.47 -0.36
Cl 3.95 -8.03 4.14 -0.15
Cl 3.16 -5.25 3.81 -0.08
H 5.34 -6.14 3.91 0.37
H 4.51 -6.55 2.39 0.25
C 0.80 -9.76 7.74 -0.34
Cl 0.58 -8.77 9.18 -0.16
Cl 2.08 -9.12 6.70 -0.08
H 1.07 -10.77 8.04 0.34
H -0.13 -9.78 7.18 0.23
C 7.26 2.00 2.65 -0.34
Cl 5.57 1.93 3.14 -0.11
Cl 7.54 1.08 1.16 -0.16
H 7.54 3.03 2.48 0.29
H 7.87 1.57 3.44 0.29
C 1.51 8.11 -4.26 -0.11
Cl 1.29 8.90 -2.69 -0.15
Cl 2.77 8.90 -5.22 -0.16
H 1.80 7.08 -4.10 0.26
H 0.58 8.16 -4.81 0.14
C -2.54 1.66 5.18 -0.32
Cl -1.05 1.63 4.25 -0.03
Cl -3.82 2.49 4.29 -0.15
H -2.86 0.64 5.38 0.24
H -2.36 2.17 6.12 0.32
C 5.71 10.56 -3.27 -0.02
Cl 5.48 11.35 -1.70 -0.17
Cl 6.97 11.36 -4.22 -0.17
H 5.99 9.53 -3.11 0.27
H 4.77 10.61 -3.82 0.08
C -5.23 -0.38 -1.78 -0.27
Cl -4.43 -1.95 -1.72 -0.11
Cl -4.75 0.54 -3.21 -0.23
H -6.31 -0.53 -1.80 0.36
H -4.96 0.19 -0.90 0.21
C 2.35 8.24 0.94 -0.08
Cl 2.11 9.01 2.51 -0.17
Cl 3.61 9.06 0.00 -0.08
H 2.64 7.21 1.09 0.19
H 1.42 8.28 0.38 0.14

11
Properties=species:S:1:pos:R:3:nbo_charge:R:1 method="wB97M-V/def2-TZVPD" gap_ha=0.419 fmax_ev_per_a=1.11 smiles=C#C[C@H](C)C#N
C 2.39 -0.30 0.01 -0.19
C 1.20 -0.38 0.17 -0.01
C -0.21 -0.04 0.46 -0.38
C -1.30 -0.61 -0.46 -0.58
C -0.21 1.43 0.34 0.29
N -0.13 2.57 0.14 -0.31
H 3.44 -0.16 -0.12 0.24
H -0.43 -0.32 1.50 0.27
H -1.42 -1.69 -0.34 0.22
H -2.25 -0.13 -0.20 0.22
H -1.09 -0.38 -1.51 0.23